# 1
{
  "formula": "C3H3ClO",
  "method": "wB97M-V/def2-TZVPD",
  "elements": ["C", "C", "Cl", "C", "O", "H", "H", "H"],
  "xyz": [[1.492, -0.631, 0.715], [0.327, -0.363, 0.189], [0.262, 0.301, -1.412], [-0.693, 0.037, 1.155], [-1.862, 0.280, 0.976], [1.710, -1.018, 1.689], [2.218, -0.854, -0.045], [-0.234, 0.259, 2.192]],
  "atomic_forces_ev_per_a": [[1.6, -2.2, -1.3], [-0.3, 2.1, 0.3], [-0.5, -0.6, -0.2], [-1.6, 1.0, 1.8], [0.8, -0.3, -0.3], [-0.3, 0.4, 0.6], [0.9, 0.3, 0.1], [-0.5, -0.7, -1.0]],
  "lowdin_charge": [0.00, -0.71, 0.69, -0.33, 0.06, 0.08, 0.06, 0.14],
  "homo_ha": -0.3748,
  "relative_energy_kcal_mol": 14.7,
  "orbital_gap_ev": 10.0424,
  "smiles": "C=C(Cl)C=O",
  "lumo_ev": -0.16
}

=====

# 2
{
  "formula": "C3H3ClO",
  "method": "wB97M-V/def2-TZVPD",
  "elements": ["C", "C", "C", "O", "Cl", "H", "H", "H"],
  "xyz": [[-0.453, -1.080, 0.252], [-0.536, 0.337, 0.379], [0.506, 0.645, -0.580], [-0.442, -2.143, -0.210], [2.145, 0.651, 0.094], [-1.560, 0.706, 0.354], [-0.147, 0.771, 1.290], [0.487, 0.113, -1.580]],
  "atomic_forces_ev_per_a": [[-0.7, -1.3, -0.2], [0.2, 1.1, 1.4], [0.6, -0.8, -2.9], [0.5, 0.9, 0.4], [-0.4, -0.1, -0.1], [-0.2, -0.1, -0.7], [-0.1, -0.6, 0.8], [0.1, 0.9, 1.3]],
  "lowdin_charge": [-0.10, -0.32, -0.62, 0.20, 0.51, 0.14, 0.11, 0.07],
  "homo_ha": [-0.2679, -0.2679],
  "relative_energy_kcal_mol": 65.8,
  "orbital_gap_ev": [7.2721, 7.2714],
  "lumo_ev": [-0.02, -0.02]
}

=====

# 3
{
  "formula": "C3H3ClO2",
  "method": "wB97M-V/def2-TZVPD",
  "elements": ["O", "C", "O", "C", "C", "Cl", "H", "H", "H"],
  "xyz": [[-0.387, 0.362, 2.236], [-1.113, 0.566, 1.299], [-0.844, 0.270, 0.003], [0.414, -0.187, -0.164], [0.961, -0.572, -1.269], [0.062, -0.576, -2.752], [-2.163, 1.009, 1.217], [1.035, -0.142, 0.777], [2.034, -0.729, -1.346]],
  "atomic_forces_ev_per_a": [[-1.2, 0.5, -0.8], [-1.3, 0.3, 0.3], [0.0, -0.2, 0.0], [1.8, 0.3, 2.8], [0.5, 0.0, -2.0], [0.2, -0.1, 0.0], [1.2, -0.4, 1.0], [-0.7, -0.2, -1.3], [-0.4, -0.3, 0.0]],
  "lowdin_charge": [0.08, -0.30, 0.01, -0.27, -0.53, 0.62, 0.17, 0.15, 0.08],
  "homo_ha": -0.3545,
  "relative_energy_kcal_mol": 18.3,
  "orbital_gap_ev": 10.5013,
  "smiles": "O=CO/C=C\\Cl",
  "lumo_ev": 0.86
}

=====

# 4
{
  "formula": "C3H3ClO2",
  "method": "wB97M-V/def2-TZVPD",
  "elements": ["O", "C", "O", "C", "C", "Cl", "H", "H", "H"],
  "xyz": [[1.246, 1.269, 2.604], [1.276, 0.682, 1.601], [1.701, -0.432, 1.005], [0.969, 0.587, 0.062], [-0.484, 0.053, -0.308], [-1.729, 0.865, 0.676], [1.718, 0.985, -0.562], [-0.346, -0.946, -0.021], [-0.495, 0.171, -1.385]],
  "atomic_forces_ev_per_a": [[0.1, 0.3, 1.4], [-0.2, -0.8, -4.7], [-0.4, 0.6, 0.6], [-1.4, -0.9, 4.2], [3.3, 2.1, 0.1], [0.2, -0.3, -0.7], [0.2, 0.5, -1.2], [-0.7, -1.6, 0.2], [-1.2, 0.1, -0.1]],
  "lowdin_charge": [0.18, -0.49, 0.07, -0.08, -0.52, 0.60, 0.11, 0.06, 0.08],
  "homo_ha": -0.3776,
  "relative_energy_kcal_mol": 41.1,
  "orbital_gap_ev": 10.9840,
  "smiles": "O=C1O[C@H]1CCl",
  "lumo_ev": 0.71
}

=====

# 5
{
  "formula": "C3H3ClO2",
  "method": "wB97M-V/def2-TZVPD",
  "elements": ["C", "C", "C", "O", "O", "Cl", "H", "H", "H"],
  "xyz": [[0.125, 0.903, -0.342], [-1.359, 0.125, 0.535], [0.984, -0.323, -0.143], [0.479, 1.859, -1.032], [-1.466, 0.152, 1.681], [-2.344, -0.686, -0.597], [1.263, -0.563, 0.933], [1.932, -0.185, -0.576], [0.387, -1.282, -0.459]],
  "atomic_forces_ev_per_a": [[0.8, -1.1, 3.1], [0.9, 1.6, -2.0], [-1.7, -2.6, 1.6], [-1.4, 0.3, -0.9], [0.2, 0.1, 0.9], [-0.6, -0.4, -0.5], [-0.7, 0.7, -0.8], [0.9, -0.1, -1.3], [1.6, 1.4, 0.0]],
  "lowdin_charge": [-0.38, -0.76, -0.09, 0.09, 0.13, 0.76, 0.10, 0.06, 0.09],
  "homo_ha": [-0.2268, -0.4312],
  "relative_energy_kcal_mol": 51.7,
  "s2": 2.0164,
  "spin_multiplicity": 3,
  "orbital_gap_ev": [6.4377, 8.7997],
  "lumo_ev": [0.27, -2.93]
}

=====

# 6
{
  "formula": "C3H3ClOS",
  "method": "wB97M-V/def2-TZVPD",
  "elements": ["O", "C", "C", "Cl", "C", "S", "H", "H", "H"],
  "xyz": [[-1.777, 1.478, 0.271], [-0.725, 1.036, -0.145], [-0.240, -0.363, -0.331], [-1.559, -1.608, 0.005], [0.962, -0.518, 0.593], [2.370, -0.353, -0.047], [0.072, 1.645, -0.600], [0.099, -0.414, -1.427], [0.799, -0.903, 1.680]],
  "atomic_forces_ev_per_a": [[1.7, -1.0, -0.4], [-1.5, 1.3, -0.4], [-1.0, -1.3, -0.1], [1.1, 0.8, -0.2], [-2.1, -1.9, 1.4], [2.5, 0.5, -0.4], [0.0, 0.8, 0.3], [-0.5, -0.2, 1.7], [0.0, 1.0, -1.9]],
  "lowdin_charge": [0.07, -0.32, -0.72, 0.57, -0.74, 0.79, 0.12, 0.13, 0.11],
  "homo_ha": -0.3498,
  "relative_energy_kcal_mol": 27.5,
  "orbital_gap_ev": 8.3821,
  "smiles": "O=C[C@H](Cl)C=S",
  "lumo_ev": -1.14
}

=====

# 7
{
  "formula": "C3H3ClS",
  "method": "wB97M-V/def2-TZVPD",
  "elements": ["C", "C", "C", "S", "Cl", "H", "H", "H"],
  "xyz": [[-0.983, -1.516, 0.588], [-0.268, -0.861, -0.085], [0.611, -0.169, -0.932], [0.375, 2.401, -0.128], [0.314, 2.334, 1.877], [-1.824, -1.999, 1.096], [0.133, -0.215, -1.888], [1.642, 0.024, -0.528]],
  "atomic_forces_ev_per_a": [[-3.1, -1.7, 1.9], [2.1, 1.2, -0.9], [-0.1, 1.8, 2.8], [0.0, -1.6, -1.0], [0.0, -0.3, 0.0], [1.1, 0.3, -0.4], [1.0, 0.8, -1.1], [-1.1, -0.5, -1.4]],
  "lowdin_charge": [0.13, -0.28, -0.06, 0.06, -0.06, 0.06, 0.07, 0.07],
  "homo_ha": [-0.3187, -0.3187],
  "relative_energy_kcal_mol": 77.7,
  "orbital_gap_ev": [6.7852, 6.7859],
  "lumo_ev": [-1.89, -1.89]
}

=====

# 8
{
  "formula": "C3H3ClS",
  "method": "wB97M-V/def2-TZVPD",
  "elements": ["S", "C", "C", "C", "Cl", "H", "H", "H"],
  "xyz": [[2.604, -0.190, -0.119], [1.005, -0.249, 0.301], [0.085, 0.828, -0.045], [-1.337, 0.771, 0.030], [-2.333, -0.462, -0.066], [0.598, -1.226, 0.918], [0.471, 1.938, 0.428], [-1.589, 2.078, -0.023]],
  "atomic_forces_ev_per_a": [[-1.5, -0.2, 0.6], [0.8, -2.2, 0.3], [-2.4, 2.1, 3.8], [5.8, 7.7, -0.7], [-2.1, -2.3, -0.2], [0.8, 2.5, -1.7], [-0.8, -3.1, -2.2], [-0.6, -4.5, 0.2]],
  "lowdin_charge": [0.62, -0.73, -0.32, -0.76, 0.76, 0.11, 0.16, 0.17],
  "homo_ha": -0.3217,
  "relative_energy_kcal_mol": 58.2,
  "orbital_gap_ev": 7.7706,
  "smiles": "S=C/C=C\\Cl",
  "lumo_ev": -0.98
}

=====

# 9
{
  "formula": "C3H3ClS",
  "method": "wB97M-V/def2-TZVPD",
  "elements": ["C", "C", "C", "S", "Cl", "H", "H", "H"],
  "xyz": [[3.257, -0.046, -1.285], [2.348, -0.740, -0.884], [-1.326, -0.305, 0.511], [-0.436, -1.894, 0.249], [-2.405, -0.168, -0.871], [3.607, 0.897, -1.530], [-0.714, 0.514, 0.517], [-2.014, -0.286, 1.360]],
  "atomic_forces_ev_per_a": [[-1.2, -0.7, 0.5], [-0.1, -0.5, 0.1], [-1.5, -2.4, 0.3], [-0.2, 0.9, 0.2], [-0.3, 0.1, -0.8], [1.1, 1.1, -0.5], [1.7, 1.9, 0.0], [0.6, -0.4, 0.1]],
  "lowdin_charge": [-0.09, 0.00, -1.01, 0.61, 0.51, -0.02, -0.02, 0.03],
  "homo_ha": [-0.3710, -0.3522],
  "relative_energy_kcal_mol": 74.3,
  "s2": 2.0255,
  "spin_multiplicity": 3,
  "orbital_gap_ev": [10.8666, 6.8709],
  "lumo_ev": [0.77, -2.71]
}

=====

# 10
{
  "formula": "C3H3ClS2",
  "method": "wB97M-V/def2-TZVPD",
  "elements": ["C", "C", "C", "S", "S", "Cl", "H", "H", "H"],
  "xyz": [[-1.497, -0.332, 0.264], [-1.622, 0.258, -0.872], [1.455, 0.001, 0.322], [0.066, -1.122, 0.686], [1.376, 1.725, 1.112], [-1.023, 0.646, -2.365], [-2.315, -0.577, 0.912], [2.243, -0.643, 0.789], [1.317, 0.045, -0.848]],
  "atomic_forces_ev_per_a": [[1.6, -0.7, -0.3], [-1.4, 0.8, -1.1], [-1.2, 0.7, -1.2], [-0.4, -0.4, 1.2], [0.0, -1.9, -0.8], [0.4, -0.1, 0.5], [-0.2, 0.3, 0.4], [-0.2, 0.9, -1.0], [1.4, 0.4, 2.3]],
  "lowdin_charge": [-0.53, -0.63, -0.91, 0.76, 0.52, 0.69, 0.05, 0.02, 0.03],
  "homo_ha": [-0.3222, -0.3103],
  "relative_energy_kcal_mol": 97.1,
  "orbital_gap_ev": [8.1424, 6.1528],
  "lumo_ev": [-0.62, -2.29]
}

=====

# 11
{
  "formula": "C3H3CsFO3",
  "method": "wB97M-V/def2-TZVPD",
  "elements": ["H", "O", "O", "O", "C", "C", "C", "F", "H", "H", "Cs"],
  "xyz": [[0.939, -2.098, 0.537], [-2.244, 1.222, 0.763], [-0.544, 0.624, -0.686], [-0.893, -0.678, 1.125], [0.758, -1.046, 0.318], [0.286, -0.502, -0.994], [-1.330, 0.426, 0.503], [1.723, -0.202, 0.873], [1.114, -0.130, -1.610], [-0.345, -1.261, -1.476], [0.535, 3.644, 0.648]],
  "atomic_forces_ev_per_a": [[0.0, 0.4, -0.1], [2.1, -0.7, -0.4], [-1.2, 1.4, 0.5], [-3.5, 3.6, -0.1], [2.1, -0.4, -1.9], [0.2, -0.9, 1.6], [0.6, -2.7, 0.6], [0.0, -0.1, 0.1], [-0.3, 0.0, -0.1], [0.4, 0.1, -0.2], [-0.4, -0.8, -0.1]],
  "lowdin_charge": [0.11, -0.01, -0.13, -0.05, -0.20, -0.19, -0.64, -0.07, 0.11, 0.13, 0.93],
  "homo_ha": [-0.1424, -0.3298],
  "relative_energy_kcal_mol": 1.7,
  "s2": 0.7538,
  "spin_multiplicity": 2,
  "orbital_gap_ev": [2.8685, 7.8014],
  "lumo_ev": [-1.01, -1.17]
}

=====

# 12
{
  "formula": "C3H3CsMgO3",
  "method": "wB97M-V/def2-TZVPD",
  "elements": ["O", "C", "C", "O", "C", "O", "Mg", "H", "H", "H", "Cs"],
  "xyz": [[-0.806, -0.822, 0.166], [-0.529, 0.198, 1.124], [-0.322, 1.427, 0.524], [0.924, 0.070, -0.835], [-0.034, -0.752, -0.930], [-0.548, -1.102, -2.012], [-0.558, -2.740, -3.090], [-0.658, -0.037, 2.182], [0.021, 2.336, 1.021], [-1.003, 1.806, -0.240], [3.513, -0.383, 2.091]],
  "atomic_forces_ev_per_a": [[-1.4, -0.9, 2.0], [0.1, 2.3, -2.0], [-2.3, -0.2, 3.2], [0.6, -3.2, -1.5], [2.2, 6.0, 0.6], [-0.5, -2.9, -1.4], [-0.1, 0.7, 0.3], [0.7, -0.3, -0.5], [0.1, -0.6, 0.8], [1.0, -1.1, -1.3], [-0.3, 0.1, -0.3]],
  "lowdin_charge": [0.00, -0.14, 0.04, -0.06, -0.76, -0.21, 0.92, 0.11, 0.07, 0.10, 0.93],
  "homo_ha": [-0.3746, -0.3937],
  "relative_energy_kcal_mol": 0.0,
  "s2": 0.7504,
  "spin_multiplicity": 2,
  "charge": 1,
  "orbital_gap_ev": [6.6256, 7.0220],
  "lumo_ev": [-3.57, -3.69]
}